DFT (ωB97M-V with the def2-TZVPD basis set) results for a single C3H4N2 molecule at a distorted geometry.

The geometry in XYZ format:
```
9
Properties=species:S:1:pos:R:3:forces:R:3:mulliken_charge:R:1
H -0.35683 2.10922 -0.02179 -1.126 -0.794 0.027 0.244
N -1.11535 1.38170 0.01145 1.728 -0.337 -0.489 -0.675
C -0.52537 0.22851 -0.07995 -0.833 0.619 1.019 0.067
N -1.23794 -0.94795 -0.02463 0.850 -0.179 -0.274 -0.421
C 0.92067 0.07948 -0.05763 0.627 -0.040 -0.204 -0.478
C 2.12392 0.02127 -0.01018 0.067 -0.274 0.111 0.451
H -0.77669 -1.84499 0.08238 -0.137 0.594 -0.118 0.199
H -2.23359 -0.92211 0.02915 -0.298 0.202 0.051 0.224
H 3.20119 -0.10512 0.07121 -0.879 0.208 -0.123 0.389
```
Positions in Å, forces in eV/Å.

Summary:
SMILES: [H]/N=C(/N)C#C
Orbital gap: 0.3781 Eh
Maximum force: 1.8 eV/Å
Energy above the lowest of the compared OMol25 structures with the same formula, charge and spin: 1.931 eV
Multiplicity: 1


DFT (ωB97M-V with the def2-TZVPD basis set) results for a single C3H4N2 molecule at a distorted geometry.

The geometry in XYZ format:
```
9
Properties=species:S:1:pos:R:3:forces:R:3:mulliken_charge:R:1
N -1.35710 -1.47961 1.51005 7.162 -0.550 -4.594 -0.519
C -0.25917 -1.43481 0.89174 -13.067 -2.228 7.583 0.467
C 0.81405 -0.83068 0.48950 3.147 3.812 -5.026 -0.567
C 0.52009 0.30787 -0.30447 2.097 3.915 0.584 0.061
N -0.60827 1.10178 -0.59884 -2.487 -4.239 1.483 -0.410
H 1.72793 -1.39111 0.36613 0.498 0.660 0.230 0.299
H 1.36541 1.14286 -0.46833 -1.056 -2.733 -0.099 0.186
H -0.57708 1.85021 -1.22171 1.134 1.232 -0.923 0.237
H -1.62587 0.73348 -0.66407 2.573 0.130 0.761 0.246
```
Positions in Å, forces in eV/Å.

Summary:
SMILES: N#C/C=C\N
Orbital gap: 0.3310 Eh
Maximum force: 15.3 eV/Å
Energy above the lowest of the compared OMol25 structures with the same formula, charge and spin: 2.931 eV
Multiplicity: 1


DFT (ωB97M-V with the def2-TZVPD basis set) results for 2 unconnected molecules or ions with the total composition C3H4N2 at a distorted geometry.

The geometry in XYZ format:
```
9
Properties=species:S:1:pos:R:3:forces:R:3:mulliken_charge:R:1
C 1.03470 0.05301 -1.50702 1.268 -1.831 0.224 0.448
C -0.22761 0.40898 1.11570 0.335 -0.246 -0.319 -0.114
C -0.34421 -0.31290 -1.33110 1.292 -0.230 1.412 -0.833
N 2.21033 -0.02140 -1.53919 -2.297 0.840 -0.121 -0.399
N -0.49863 0.21386 2.28797 1.355 2.017 -0.898 -0.372
H 0.42057 1.18297 0.77560 0.376 0.862 -0.426 0.284
H -0.60000 -1.37454 -1.17163 0.257 0.804 -0.427 0.300
H -1.06094 0.44692 -1.17001 -0.758 0.460 -0.477 0.414
H -0.93421 -0.59690 2.53969 -1.828 -2.676 1.032 0.274
```
Positions in Å, forces in eV/Å.

Summary:
Orbital gap (alpha / beta): 0.3227 / 0.2820 Eh
Maximum force: 3.4 eV/Å
Energy above the lowest of the compared OMol25 structures with the same formula, charge and spin: 4.591 eV
Multiplicity: 1


DFT (ωB97M-V with the def2-TZVPD basis set) results for a single C3H4N2 molecule at a distorted geometry.

The geometry in XYZ format:
```
9
Properties=species:S:1:pos:R:3:forces:R:3:mulliken_charge:R:1
H -0.69551 2.07832 0.01403 0.448 0.727 -0.040 0.235
N -1.27614 1.26974 -0.01816 0.281 -0.911 0.265 -0.707
C -0.56055 0.20258 -0.02795 0.517 1.686 -0.490 0.398
N -1.15638 -0.99481 -0.00843 0.606 -1.103 -0.008 -0.454
C 0.92872 0.15163 -0.10325 2.872 0.075 0.882 -0.388
C 2.16160 0.11833 0.03615 -2.209 -0.497 -0.648 0.074
H -0.51975 -1.77581 -0.18850 -1.315 0.104 0.406 0.218
H -2.14667 -0.98406 0.22889 0.601 -0.585 -0.349 0.257
H 3.26466 -0.06591 0.06721 -1.801 0.503 -0.018 0.367
```
Positions in Å, forces in eV/Å.

Summary:
SMILES: [H]/N=C(/N)C#C
Orbital gap: 0.3762 Eh
Maximum force: 3.0 eV/Å
Energy above the lowest of the compared OMol25 structures with the same formula, charge and spin: 2.190 eV
Multiplicity: 1


DFT (ωB97M-V with the def2-TZVPD basis set) results for a single C3H4N2O molecule at a distorted geometry.

The geometry in XYZ format:
```
10
Properties=species:S:1:pos:R:3:forces:R:3:mulliken_charge:R:1
C -0.60162 2.74120 -0.30720 -0.887 2.126 1.702 0.071
C -0.61156 1.56894 -0.02117 -0.474 -1.940 -1.513 -0.390
C -0.76913 0.05624 0.01220 0.537 -2.619 3.493 0.472
O -1.63202 -0.53134 0.67827 0.915 2.181 -1.819 -0.516
N 0.38930 -0.67793 -0.36254 -0.065 -0.273 -0.057 -0.167
N 0.71388 -1.98139 0.32356 1.045 -1.012 -1.389 -0.534
H -0.84013 3.83074 -0.06420 0.786 -2.063 -1.017 0.304
H 0.95441 -0.13552 -1.03690 0.414 -1.243 0.785 0.221
H 1.46514 -1.80998 1.08017 -1.463 -0.323 -2.149 0.251
H 0.93173 -3.06096 -0.30220 -0.808 5.167 1.965 0.288
```
Positions in Å, forces in eV/Å.

Summary:
SMILES: C#CC(=O)NN
Orbital gap: 0.3784 Eh
Maximum force: 5.6 eV/Å
Energy above the lowest of the compared OMol25 structures with the same formula, charge and spin: 5.525 eV
Multiplicity: 1


DFT (ωB97M-V with the def2-TZVPD basis set) results for a single C3H4N2O molecule at a distorted geometry.

The geometry in XYZ format:
```
10
Properties=species:S:1:pos:R:3:forces:R:3:mulliken_charge:R:1
H -2.65652 -0.00467 -1.13357 0.093 -0.072 0.075 0.238
N -1.81828 -0.18676 -0.58605 0.237 0.230 -0.123 -0.595
C -0.89734 0.60779 -0.92217 -0.234 -0.118 0.021 0.126
O 0.32351 0.59895 -0.35975 0.010 0.065 -0.040 -0.286
C 0.59181 -0.43103 0.58170 -0.017 -0.085 0.200 -0.278
C 1.98429 -0.23776 1.00324 0.899 0.258 0.463 0.221
N 3.01747 0.02231 1.44977 -0.881 -0.416 -0.539 -0.379
H -0.92777 1.38954 -1.68666 -0.063 -0.108 0.153 0.357
H 0.37741 -1.41459 0.15194 0.253 0.116 0.048 0.322
H 0.00542 -0.34378 1.50156 -0.298 0.131 -0.257 0.274
```
Positions in Å, forces in eV/Å.

Summary:
SMILES: [H]/N=C/OCC#N
Orbital gap: 0.4330 Eh
Maximum force: 1.1 eV/Å
Energy above the lowest of the compared OMol25 structures with the same formula, charge and spin: 1.502 eV
Multiplicity: 1


DFT (ωB97M-V with the def2-TZVPD basis set) results for 2 unconnected molecules or ions with the total composition C3H4N2O.

The geometry in XYZ format:
```
10
Properties=species:S:1:pos:R:3:forces:R:3:mulliken_charge:R:1
C -1.82260 0.68305 -0.54559 0.017 -0.147 0.124 -0.837
C -1.37377 -0.28683 0.21462 0.112 -0.196 0.155 0.560
N -1.01144 -1.20165 0.94938 -0.151 0.452 -0.411 -0.584
H -2.09211 0.49128 -1.57793 0.021 -0.013 0.180 0.244
H -1.88414 1.69233 -0.15519 0.008 -0.158 -0.037 0.251
H -0.00008 -1.35724 0.92242 -0.170 -0.015 0.031 0.372
N 2.10562 -0.67722 0.36445 -0.329 0.237 -0.380 -0.538
C 1.84546 0.31155 -0.29077 -0.080 0.143 -0.206 0.651
O 1.48781 1.16478 -1.00303 0.442 -0.544 0.552 -0.377
H 2.74525 -0.82004 1.12165 0.131 0.241 -0.008 0.257
```
Positions in Å, forces in eV/Å.

Summary:
SMILES: C=C=N.N=C=O
Orbital gap: 0.3509 Eh
Maximum force: 0.9 eV/Å
Energy above the lowest of the compared OMol25 structures with the same formula, charge and spin: 1.808 eV
Multiplicity: 1


DFT (ωB97M-V with the def2-TZVPD basis set) results for 2 unconnected molecules or ions with the total composition C3H4N2O.

The geometry in XYZ format:
```
10
Properties=species:S:1:pos:R:3:forces:R:3:mulliken_charge:R:1
O 2.26396 -0.12248 -0.00998 -0.078 -0.060 -0.006 -0.577
C 1.04252 0.16562 0.26201 -0.013 -0.074 -0.113 0.651
C 0.14585 -0.89992 -0.12866 -0.244 0.048 0.245 -0.525
N -1.06964 -0.15543 -0.25876 -0.084 0.113 0.036 -0.079
C -0.81821 1.09734 0.15079 -0.150 0.016 -0.048 -0.110
N 0.43403 1.35054 0.50333 -0.025 -0.223 -0.077 -0.579
H 1.49539 -0.98853 -0.66232 0.311 0.117 0.014 0.376
H 0.08043 -1.79012 0.49682 0.053 0.101 -0.100 0.277
H -1.97920 -0.51248 -0.50238 0.123 0.079 0.043 0.192
H -1.59512 1.85547 0.14917 0.108 -0.117 0.005 0.374
```
Positions in Å, forces in eV/Å.

Summary:
Orbital gap: 0.3444 Eh
Maximum force: 0.3 eV/Å
Energy above the lowest of the compared OMol25 structures with the same formula, charge and spin: 3.467 eV
Multiplicity: 1


DFT (ωB97M-V with the def2-TZVPD basis set) results for a single C3H4N2O molecule.

The geometry in XYZ format:
```
10
Properties=species:S:1:pos:R:3:forces:R:3:mulliken_charge:R:1
O 2.29083 -0.77842 0.22629 -0.096 -0.205 0.141 -0.379
C 0.96249 -0.60401 0.34203 0.186 0.457 -0.283 -0.626
C -2.21613 -0.81906 0.22889 0.209 0.553 -0.081 -0.246
N -1.62904 0.22269 -0.12223 0.008 -0.359 0.055 -0.085
C -0.67005 0.93891 -0.52619 -0.247 -0.009 0.049 -0.004
N 0.65863 0.49179 -0.36958 -0.057 -0.326 0.159 0.114
H 2.50209 -1.56360 0.74475 0.054 0.131 -0.087 0.429
H -2.45530 -0.82311 1.30420 -0.023 -0.002 -0.108 0.187
H -0.82569 1.90920 -0.98207 0.014 -0.146 0.087 0.356
H 1.38216 1.02562 -0.84609 -0.048 -0.094 0.066 0.252
```
Positions in Å, forces in eV/Å.

Summary:
Orbital gap: 0.3235 Eh
Maximum force: 0.6 eV/Å
Energy above the lowest of the compared OMol25 structures with the same formula, charge and spin: 4.552 eV
Multiplicity: 1


DFT (ωB97M-V with the def2-TZVPD basis set) results for a single C3H4N2O molecule at a distorted geometry.

The geometry in XYZ format:
```
10
Properties=species:S:1:pos:R:3:forces:R:3:mulliken_charge:R:1
C -2.52486 -0.58700 0.07252 -2.985 -0.744 -0.010 0.384
C -1.44417 -0.08538 0.01868 0.647 0.869 -0.048 -0.435
C -0.06954 0.46622 -0.03700 0.500 0.366 -0.615 0.146
O 0.21986 1.66190 -0.02549 -0.402 -2.507 0.277 -0.535
N 0.76475 -0.65354 -0.16610 1.674 3.098 1.038 -0.072
N 2.17322 -0.46962 0.09935 0.600 -2.152 -3.376 -0.561
H -3.60819 -0.93385 0.08880 2.334 0.594 0.008 0.354
H 0.27444 -1.50853 -0.23322 0.091 -1.229 0.333 0.222
H 2.76511 -1.14776 -0.55819 -1.881 2.073 1.939 0.266
H 2.47545 -0.60596 1.04858 -0.577 -0.368 0.453 0.229
```
Positions in Å, forces in eV/Å.

Summary:
SMILES: C#CC(=O)NN
Orbital gap: 0.3877 Eh
Maximum force: 4.0 eV/Å
Energy above the lowest of the compared OMol25 structures with the same formula, charge and spin: 3.746 eV
Multiplicity: 1


Question: What is the formula in the fourth record?
Answer: C3H4N2


Question: Which formula does entry 10 have?
Answer: C3H4N2O


Question: Which of these has the highest maximum force?
Answer: number 2